51
Properties=species:S:1:pos:R:3:forces:R:3 method="wB97M-V/def2-TZVPD" smiles="CCCCN(CC)S(=O)(=O)c1ccc(C(=O)Nc2nnc(CSC)o2)cc1" e_homo_ev=-8.86 homo_lumo_gap_ha=0.32151 multiplicity=1 largest_force_ev_per_a=1.740 e_above_lowest_kcal_mol=44.5
C -6.761 -1.901 1.176 0.0390 0.2483 -0.0744
C -5.894 -0.662 0.988 0.1330 -0.2202 0.1683
C -4.506 -0.854 1.595 -0.1354 0.3173 -0.0742
C -3.615 0.374 1.395 0.0142 -0.6465 0.4703
N -3.417 0.664 -0.010 0.6779 -0.7297 -0.6429
C -3.839 1.933 -0.550 0.0158 0.6303 -0.3387
C -3.064 3.135 -0.012 -0.1477 -0.2160 -0.0470
S -2.277 -0.186 -0.839 -0.0697 0.2586 -0.0113
O -2.528 -0.016 -2.239 0.1007 0.2964 0.0602
O -2.225 -1.518 -0.309 0.0114 0.1466 0.4136
C -0.695 0.595 -0.477 -0.4988 -0.2664 -0.1704
C -0.005 0.261 0.673 -0.0023 -0.0700 0.1537
C 1.205 0.878 0.943 -0.0719 0.2106 -0.1327
C 1.719 1.815 0.050 -0.5093 0.0586 -0.0065
C 2.986 2.539 0.343 0.0665 -0.0805 0.0378
O 3.081 3.742 0.335 -0.0545 0.1254 -0.0729
N 4.079 1.760 0.667 0.1258 0.3440 0.0175
C 4.251 0.413 0.544 0.5118 -0.9772 0.1740
N 5.216 -0.260 1.087 -0.1427 1.6920 0.3818
N 5.043 -1.544 0.714 -0.3917 -1.3291 -0.6439
C 3.998 -1.596 -0.038 0.6827 -0.1439 0.2847
C 3.385 -2.797 -0.624 -0.8254 0.0477 0.1957
S 1.677 -3.020 0.033 0.1592 -0.0910 -0.1747
C 0.726 -2.414 -1.385 0.2896 -0.1561 0.2180
O 3.437 -0.360 -0.204 0.1864 0.1876 -0.0361
C 1.010 2.147 -1.101 0.0946 -0.0427 0.1740
C -0.198 1.529 -1.367 0.0166 0.0227 -0.1657
H -7.743 -1.752 0.734 -0.1127 -0.0752 -0.0154
H -6.889 -2.121 2.234 -0.0426 -0.0743 0.1000
H -6.296 -2.761 0.701 0.0117 -0.1428 -0.0389
H -5.784 -0.454 -0.077 -0.0458 0.0898 -0.0303
H -6.381 0.198 1.455 -0.0134 0.0890 -0.0529
H -4.021 -1.710 1.128 -0.0243 -0.0420 0.1273
H -4.594 -1.047 2.667 0.0162 -0.0534 0.0573
H -4.079 1.246 1.861 0.1113 0.0309 -0.0716
H -2.646 0.205 1.875 -0.0805 0.1359 0.1557
H -4.907 2.059 -0.341 0.0537 -0.1080 -0.0746
H -3.708 1.850 -1.630 -0.2305 0.1841 0.0449
H -2.002 3.041 -0.224 0.0482 0.0660 0.0129
H -3.192 3.232 1.063 0.0143 0.0613 0.1100
H -3.432 4.043 -0.483 -0.0170 0.1312 -0.0119
H -0.401 -0.499 1.328 0.0233 -0.0813 0.1292
H 1.744 0.634 1.847 0.0633 -0.0798 0.0533
H 4.895 2.252 1.013 -0.1450 -0.0216 -0.0841
H 3.977 -3.662 -0.334 0.0690 0.1034 -0.0891
H 3.309 -2.728 -1.707 0.0958 -0.0826 -0.0395
H 1.052 -1.410 -1.640 -0.0596 0.0931 -0.0926
H 0.856 -3.093 -2.223 -0.0484 0.0315 -0.1094
H -0.316 -2.395 -1.077 0.0171 -0.0273 -0.0458
H 1.417 2.883 -1.778 0.0118 0.0761 -0.0622
H -0.761 1.743 -2.262 0.0083 0.0794 -0.1306